# 1
Computed, not measured: 14 unconnected molecules or ions with the total composition C35H78F16N14O37S16 in a non-equilibrium geometry, with ωB97M-V/def2-TZVPD.

Geometry as XYZ:
```
196
C35H78F16N14O37S16 | the OMol25 dataset | ωB97M-V/def2-TZVPD
C -6.239 -4.967 -3.394
C -5.560 -5.110 -2.070
O -6.214 -4.832 -1.049
N -4.145 -5.630 -2.045
H -4.192 -6.634 -1.945
H -3.699 -5.347 -2.906
C -3.355 -5.159 -0.830
H -5.827 -5.735 -4.049
H -6.076 -4.048 -3.957
H -7.288 -5.262 -3.365
H -3.320 -4.075 -0.935
H -2.319 -5.478 -0.941
H -3.861 -5.621 0.018
C 2.483 3.702 -7.068
C 3.779 2.864 -7.183
O 4.898 3.282 -7.495
N 3.791 1.416 -6.632
H 2.842 1.080 -6.559
H 4.281 0.980 -7.400
C 4.593 1.304 -5.257
H 2.630 4.727 -7.407
H 2.325 3.769 -5.991
H 1.616 3.231 -7.532
H 5.674 1.406 -5.349
H 4.236 0.354 -4.860
H 4.187 2.127 -4.668
C 0.123 -7.844 4.649
C -0.473 -6.595 5.326
O -0.970 -6.548 6.468
N -0.405 -5.298 4.431
H 0.280 -4.645 4.783
H 0.036 -5.632 3.586
C -1.839 -4.711 4.128
H 0.460 -8.598 5.360
H 1.003 -7.610 4.051
H -0.669 -8.180 3.979
H -2.480 -4.400 4.953
H -2.317 -5.443 3.478
H -1.537 -3.873 3.499
C 3.649 4.430 3.737
C 4.177 3.449 2.638
C 5.680 3.790 2.248
C 6.613 3.421 3.361
C 6.632 1.868 3.456
C 5.218 1.340 3.946
N 4.121 1.966 3.150
O 2.843 1.453 3.332
C 4.919 1.625 5.431
C 5.241 -0.202 3.635
C 3.291 3.469 1.351
H 2.583 4.405 3.964
H 3.594 5.369 3.187
H 4.304 4.614 4.589
H 5.654 4.874 2.136
H 5.946 3.265 1.330
H 6.478 3.901 4.330
H 7.612 3.743 3.068
H 7.424 1.638 4.168
H 7.001 1.450 2.520
H 5.078 2.631 5.818
H 5.386 0.906 6.104
H 3.877 1.372 5.630
H 5.955 -0.899 4.073
H 5.381 -0.413 2.575
H 4.343 -0.676 4.031
H 3.212 4.449 0.880
H 2.281 3.062 1.391
H 3.763 2.935 0.526
C -4.511 2.823 1.844
C -5.369 3.814 0.931
C -4.727 5.197 0.995
C -3.538 5.489 0.091
C -3.887 5.175 -1.404
C -4.207 3.727 -1.671
N -5.280 3.293 -0.572
O -6.398 2.633 -0.994
C -2.973 2.842 -1.616
C -4.884 3.624 -3.031
C -6.884 3.855 1.407
H -4.561 3.103 2.896
H -3.471 2.821 1.516
H -4.748 1.774 1.668
H -4.394 5.461 1.999
H -5.339 6.032 0.652
H -2.794 4.836 0.549
H -3.197 6.524 0.063
H -3.115 5.560 -2.070
H -4.703 5.878 -1.568
H -3.290 1.821 -1.406
H -2.144 3.121 -0.965
H -2.449 2.723 -2.565
H -4.226 3.867 -3.866
H -5.723 4.317 -3.087
H -5.209 2.610 -3.265
H -7.414 2.906 1.331
H -7.341 4.585 0.739
H -6.862 4.331 2.387
C 2.419 -2.308 -2.446
C 1.826 -1.890 -1.123
C 0.522 -0.992 -1.235
N -0.114 -0.612 0.149
C 0.919 0.275 1.040
C -0.642 -1.797 0.902
C -1.738 -1.403 1.916
C -2.182 -0.020 1.483
C -1.408 0.198 0.144
H 2.797 -1.438 -2.984
H 1.665 -2.828 -3.037
H 3.267 -2.971 -2.273
H 2.636 -1.366 -0.617
H 1.643 -2.857 -0.653
H -0.227 -1.567 -1.781
H 0.640 -0.085 -1.828
H 1.289 1.082 0.408
H 1.656 -0.503 1.238
H 0.379 0.729 1.871
H 0.134 -2.398 1.376
H -1.150 -2.450 0.192
H -1.203 -1.395 2.865
H -2.493 -2.187 1.972
H -1.850 0.701 2.230
H -3.265 0.054 1.382
H -1.184 1.224 -0.146
H -1.847 -0.136 -0.797
N 0.685 -6.003 2.020
S 0.423 -6.385 0.557
O 0.969 -7.598 0.056
O 0.174 -5.276 -0.326
F -1.107 -6.902 0.825
S 2.200 -5.446 1.742
O 2.345 -4.004 1.638
O 3.233 -6.179 1.003
F 2.769 -5.804 3.250
N 5.372 2.326 -1.705
S 4.689 1.042 -1.330
O 4.541 0.656 0.088
O 4.721 -0.095 -2.235
F 3.234 1.718 -1.602
S 6.840 1.603 -1.689
O 7.190 0.847 -2.904
O 7.380 1.146 -0.416
F 7.744 2.922 -2.059
N -2.900 -4.844 -4.338
S -1.776 -3.929 -4.658
O -2.093 -2.600 -5.045
O -0.492 -4.477 -5.052
F -1.405 -3.632 -3.040
S -3.440 -4.897 -5.942
O -2.528 -5.197 -7.057
O -4.583 -4.054 -6.197
F -4.289 -6.278 -5.841
N 1.302 0.726 -6.054
S 0.698 0.010 -4.946
O 0.712 -1.474 -5.002
O -0.426 0.527 -4.211
F 1.839 0.342 -3.842
S 0.066 0.177 -7.148
O -1.206 0.790 -7.064
O 0.238 -1.149 -7.655
F 0.621 0.927 -8.498
N -0.282 4.060 5.164
S -0.686 3.885 3.790
O -1.956 4.388 3.432
O -0.160 2.795 2.973
F 0.098 5.160 3.109
S -1.132 2.654 5.669
O -0.303 1.445 5.698
O -2.607 2.474 5.445
F -1.192 3.078 7.250
N -5.270 -0.128 -0.635
S -4.943 -0.940 -1.843
O -5.994 -1.720 -2.530
O -3.660 -1.610 -1.875
F -4.699 0.269 -2.890
S -5.752 -1.448 0.367
O -4.716 -2.447 0.675
O -7.164 -1.939 0.237
F -5.836 -0.688 1.738
N 1.210 -3.147 5.598
S 1.156 -1.718 5.223
O 1.210 -1.443 3.770
O 1.720 -0.738 6.157
F -0.400 -1.488 5.524
S 2.919 -3.238 5.568
O 3.594 -2.721 6.791
O 3.552 -3.024 4.270
F 3.040 -4.871 5.791
N 1.765 4.798 -1.873
S 0.710 5.228 -0.907
O 0.094 4.247 -0.002
O -0.169 6.287 -1.370
F 1.686 5.985 0.118
S 0.751 3.562 -2.579
O -0.331 3.971 -3.485
O 0.517 2.361 -1.791
F 1.930 3.121 -3.560
```

The calculation puts the HOMO-LUMO gap at 5.62 eV. The multiplicity is 1. The value obtained for the LUMO energy is -0.480 eV. The total charge is -2.

# 2
Computed, not measured: 2 unconnected molecules or ions with the total composition C2H5BCl2O2 in a non-equilibrium geometry, with ωB97M-V/def2-TZVPD.

Geometry as XYZ:
```
12
C2H5BCl2O2 | the OMol25 dataset | ωB97M-V/def2-TZVPD
B 0.789 -1.034 -0.607
C -0.566 1.212 1.019
C -0.993 0.198 0.004
O 0.619 -1.642 -1.820
O 1.739 -0.717 0.228
Cl -2.172 -0.947 0.632
Cl -1.685 0.928 -1.458
H 0.069 1.951 0.591
H -1.442 1.648 1.568
H 0.014 0.685 1.767
H 1.067 -1.151 -2.457
H 2.561 -1.131 0.532
```

The calculation puts the HOMO-LUMO gap at 8.19 eV. The value obtained for the energy relative to the best compared isomer or geometry (same formula, charge and spin) is 191.0 kJ/mol. The multiplicity is 1. The value obtained for the LUMO energy is -0.135 eV. The total charge is 0.

# 3
Computed, not measured: a molecular structure, C5H8O2, with ωB97M-V/def2-TZVPD.

Geometry as XYZ:
```
15
C5H8O2 | the OMol25 dataset | ωB97M-V/def2-TZVPD
C 1.939 0.734 -0.659
C 0.548 0.232 -0.423
O -0.196 -0.109 -1.536
C -1.330 -1.339 0.586
C -1.830 -0.077 0.781
C 0.070 0.147 0.850
O 0.459 0.268 1.996
H 2.549 -0.041 -1.140
H 1.954 1.619 -1.313
H 2.404 1.004 0.291
H 0.012 0.527 -2.234
H -1.261 -1.758 -0.412
H -1.041 -1.963 1.426
H -2.231 0.488 -0.054
H -2.045 0.281 1.782
```

The calculation puts the HOMO-LUMO gap at 8.11 eV. The value obtained for the energy relative to the best compared isomer or geometry (same formula, charge and spin) is 321.7 kJ/mol. The multiplicity is 1. The value obtained for the LUMO energy is 0.621 eV. The total charge is 0.

# 4
Computed, not measured: a gas-phase ion, C2H3ClN (charge +1) in a non-equilibrium geometry, with ωB97M-V/def2-TZVPD.

Geometry as XYZ:
```
7
C2H3ClN | the OMol25 dataset | ωB97M-V/def2-TZVPD
C -0.514 -0.381 0.063
C -0.047 -0.762 1.445
N 0.086 0.445 -0.854
Cl -0.401 -1.512 2.836
H 1.130 0.489 -0.975
H 0.002 1.418 -0.705
H -0.257 0.303 -1.811
```

The calculation puts the HOMO-LUMO gap (spin up / spin down) at 8.18 / 8.19 eV. The value obtained for the energy relative to the best compared isomer or geometry (same formula, charge and spin) is 303.2 kJ/mol. The multiplicity is 1. The value obtained for the LUMO energy (spin up / spin down) is -6.173 / -6.170 eV. The total charge is +1. Its structure (SMILES) is [NH3+]C#CCl.

# 5
Computed, not measured: 3 unconnected molecules or ions with the total composition C3H3Br2F in a non-equilibrium geometry, with ωB97M-V/def2-TZVPD.

Geometry as XYZ:
```
9
C3H3Br2F | the OMol25 dataset | ωB97M-V/def2-TZVPD
C 2.132 -0.580 -0.100
C 1.614 -1.527 0.411
C -2.259 -0.052 0.638
F -2.682 -1.018 1.408
Br -0.149 2.742 -0.112
Br -2.378 -0.571 -1.119
H 2.563 0.257 -0.560
H -0.029 3.100 -1.467
H 1.188 -2.351 0.901
```

The calculation puts the HOMO-LUMO gap at 9.28 eV. The value obtained for the energy relative to the best compared isomer or geometry (same formula, charge and spin) is 381.4 kJ/mol. The multiplicity is 1. The value obtained for the LUMO energy is -0.531 eV. The total charge is 0.

# 6
Computed, not measured: a molecular structure, C3H8NO in a non-equilibrium geometry, with ωB97M-V/def2-TZVPD.

Geometry as XYZ:
```
13
C3H8NO | the OMol25 dataset | ωB97M-V/def2-TZVPD
C -1.166 0.822 -0.106
C -0.087 -0.047 -0.848
C 1.312 0.180 -0.359
O 2.328 -0.415 -0.631
N -2.501 0.550 -0.490
H -0.879 0.707 0.973
H -0.940 1.871 -0.364
H -0.332 -0.294 -1.879
H 0.308 -0.812 -0.111
H 1.264 0.962 0.420
H 1.966 -1.363 1.517
H -2.804 -0.319 -0.029
H 1.531 -1.842 1.905
```

The calculation puts the HOMO-LUMO gap at 5.65 eV. The value obtained for the energy relative to the best compared isomer or geometry (same formula, charge and spin) is 334.9 kJ/mol. The multiplicity is 1. The value obtained for the LUMO energy is 4.155 eV. The total charge is -1.

# 7
Computed, not measured: a molecular structure, C25H23ClN2PPrS in a non-equilibrium geometry, with ωB97M-V/def2-TZVPD.

Geometry as XYZ:
```
54
C25H23ClN2PPrS | the OMol25 dataset | ωB97M-V/def2-TZVPD
Pr 0.164 0.492 2.260
Cl 1.475 0.234 4.386
P 0.726 0.886 -0.560
C -0.639 0.059 -1.436
C -0.408 -0.879 -2.459
C -1.468 -1.625 -2.987
C -2.757 -1.477 -2.466
C -2.988 -0.551 -1.440
C -1.951 0.241 -0.953
C 0.448 2.684 -0.805
C 1.284 3.570 -0.093
C 1.005 4.935 -0.107
C -0.080 5.432 -0.844
C -0.854 4.565 -1.626
C -0.573 3.195 -1.624
C 2.228 0.538 -1.493
C 3.350 -0.013 -0.842
C 4.515 -0.230 -1.574
C 4.578 0.088 -2.936
C 3.462 0.632 -3.579
C 2.290 0.865 -2.855
H 2.148 3.177 0.462
H 1.643 5.620 0.457
H -0.317 6.497 -0.810
H -1.683 4.953 -2.227
H -1.151 2.519 -2.262
H 0.607 -1.038 -2.829
H -1.278 -2.338 -3.798
H -3.576 -2.091 -2.852
H -3.991 -0.438 -1.023
H -2.161 1.019 -0.205
H 3.298 -0.264 0.223
H 5.387 -0.650 -1.074
H 5.501 -0.085 -3.493
H 3.493 0.872 -4.643
H 1.413 1.274 -3.356
H 0.284 -3.065 -1.482
H 1.033 -2.994 -1.431
N 1.033 -2.807 1.075
C -0.134 -2.811 1.803
N -0.676 -1.626 2.152
C -1.730 -1.791 3.088
C -2.244 -0.702 3.805
C -2.852 -1.015 5.037
C -3.110 -2.347 5.396
C -2.632 -3.420 4.618
C -1.863 -3.116 3.499
S -0.774 -4.180 2.578
H 1.308 -3.744 0.789
H 1.041 -2.144 0.295
H -2.190 0.332 3.385
H -3.133 -0.205 5.712
H -3.685 -2.559 6.300
H -2.819 -4.472 4.846
```

Its expectation value of S² is 2.004. The calculation puts the HOMO-LUMO gap (spin up / spin down) at 7.10 / 7.66 eV. The value obtained for the energy relative to the best compared isomer or geometry (same formula, charge and spin) is 0.0 kJ/mol. The multiplicity is 3. The value obtained for the LUMO energy (spin up / spin down) is -7.379 / -6.818 eV. The total charge is +2.

# 8
Computed, not measured: a molecular structure, C36H55F5N3SbSi3Tc, with ωB97M-V/def2-TZVPD.

Geometry as XYZ:
```
104
C36H55F5N3SbSi3Tc | the OMol25 dataset | ωB97M-V/def2-TZVPD
Tc -0.329 1.422 -0.772
C -0.293 -1.189 3.599
Sb 0.375 -0.742 1.597
C -0.590 1.188 1.265
C -1.966 1.246 1.878
C -3.174 1.245 1.177
C -4.357 1.464 1.856
C -4.333 1.620 3.232
C -3.102 1.531 3.861
N -1.957 1.365 3.212
Si 0.432 2.613 2.086
C 1.784 3.276 0.943
C 1.307 2.060 3.646
C -0.692 4.081 2.369
C -0.897 -2.136 0.332
C -1.455 -1.569 -0.954
C -2.071 -2.469 -1.842
C -2.710 -2.068 -2.990
C -2.765 -0.712 -3.288
C -2.107 0.139 -2.443
N -1.434 -0.263 -1.332
Si 0.454 -3.466 -0.150
C 1.517 -2.725 -1.491
C 1.517 -4.005 1.305
C -0.219 -5.098 -0.811
Si -2.283 -3.038 1.333
C -3.550 -1.924 2.132
C -3.419 -4.184 0.349
C -1.517 -4.162 2.631
H -0.152 -0.273 4.167
H 0.372 -1.959 3.986
H -1.323 -1.507 3.701
H -3.196 1.099 0.109
H -5.291 1.502 1.311
H -5.235 1.794 3.801
H -3.025 1.614 4.939
H 2.743 2.790 1.115
H 1.900 4.337 1.174
H 1.587 3.217 -0.126
H 1.902 1.159 3.475
H 0.606 1.865 4.456
H 1.996 2.846 3.960
H -1.108 4.402 1.413
H -0.102 4.913 2.758
H -1.514 3.899 3.054
H -2.041 -3.514 -1.596
H -3.169 -2.801 -3.639
H -3.268 -0.321 -4.158
H -2.084 1.204 -2.662
H 1.712 -1.667 -1.316
H 1.027 -2.819 -2.459
H 2.479 -3.237 -1.554
H 2.047 -3.202 1.806
H 2.268 -4.688 0.903
H 0.942 -4.556 2.046
H -0.629 -5.032 -1.817
H -0.963 -5.554 -0.162
H 0.627 -5.787 -0.856
H -4.193 -1.485 1.372
H -3.165 -1.117 2.745
H -4.178 -2.559 2.761
H -4.060 -3.647 -0.348
H -4.073 -4.644 1.094
H -2.926 -4.990 -0.188
H -0.702 -3.719 3.192
H -1.157 -5.088 2.184
H -2.298 -4.430 3.345
C 0.825 -0.106 -4.249
C 1.538 1.239 -4.136
C 0.565 2.388 -3.906
C 2.696 1.220 -3.156
C 3.951 1.451 -3.700
C 5.101 1.476 -2.931
C 4.994 1.238 -1.574
C 3.772 0.982 -0.974
C 3.750 0.632 0.496
C 4.124 -0.841 0.664
C 4.676 1.498 1.352
C 2.582 0.994 -1.754
N 1.373 0.878 -1.118
H 0.067 -0.068 -5.034
H 0.337 -0.375 -3.315
H 1.532 -0.899 -4.491
H 2.000 1.421 -5.111
H -0.020 2.280 -2.991
H -0.162 2.449 -4.718
H 1.084 3.345 -3.833
H 4.023 1.628 -4.766
H 6.062 1.678 -3.383
H 5.887 1.239 -0.963
H 2.726 0.765 0.852
H 5.135 -1.013 0.288
H 3.442 -1.484 0.111
H 4.092 -1.132 1.716
H 5.721 1.216 1.221
H 4.438 1.364 2.408
H 4.584 2.557 1.113
F -2.144 2.708 -0.721
C -1.663 3.541 -1.881
F -0.428 3.971 -1.313
C -2.568 4.758 -1.745
F -2.199 5.697 -2.628
F -2.576 5.346 -0.531
F -3.838 4.414 -2.012
```

Its expectation value of S² is 3.801. The calculation puts the HOMO-LUMO gap (spin up / spin down) at 6.65 / 7.12 eV. The multiplicity is 4. The value obtained for the LUMO energy (spin up / spin down) is -0.234 / -0.738 eV. The total charge is 0.

# 9
Computed, not measured: a molecular structure, C27H22HoN6O4 in a non-equilibrium geometry, with ωB97M-V/def2-TZVPD.

Geometry as XYZ:
```
60
C27H22HoN6O4 | the OMol25 dataset | ωB97M-V/def2-TZVPD
Ho -0.193 -0.808 -0.519
C 4.010 5.197 0.895
C 3.045 4.045 0.918
C 1.772 4.150 1.466
C 0.786 3.179 1.295
C 1.035 2.122 0.413
N -0.027 1.516 -0.236
C -1.047 2.288 -0.701
C -0.818 3.420 -1.502
C -1.813 4.458 -1.532
C -3.059 4.315 -0.959
C -3.935 5.536 -0.874
C -3.449 3.041 -0.481
C -2.447 2.068 -0.263
N -2.870 0.839 0.293
C -4.101 0.639 0.864
C -4.095 -0.585 1.505
C -2.793 -1.079 1.376
N -2.020 -0.234 0.596
C 2.434 1.785 0.144
C 3.386 2.773 0.343
N 2.870 0.551 -0.380
C 4.191 0.245 -0.541
C 4.269 -0.965 -1.251
C 2.939 -1.328 -1.486
N 2.050 -0.464 -0.917
H 4.087 5.572 1.916
H 3.775 6.088 0.300
H 4.972 4.830 0.577
H 1.511 5.092 1.966
H -0.249 3.284 1.666
H 0.186 3.542 -1.894
H -1.611 5.442 -1.977
H -4.567 5.601 -1.756
H -3.321 6.420 -0.747
H -4.555 5.417 0.015
H -4.509 2.792 -0.360
H -4.909 1.366 0.846
H -4.988 -1.084 1.975
H -2.323 -2.018 1.724
H 4.414 2.617 -0.010
H 4.952 0.880 -0.115
H 5.207 -1.426 -1.535
H 2.490 -2.129 -2.088
O -0.472 -2.774 -1.429
C -0.081 -3.323 -0.292
O 0.274 -2.598 0.722
C -0.009 -4.810 -0.153
C 0.492 -5.363 1.077
C 0.437 -6.727 1.294
C -0.035 -7.556 0.250
C -0.493 -7.062 -0.994
C -0.511 -5.696 -1.163
N -0.125 -9.052 0.497
O 0.099 -9.421 1.635
O -0.422 -9.788 -0.463
H 0.930 -4.682 1.804
H 0.896 -7.160 2.155
H -0.742 -7.724 -1.835
H -0.921 -5.253 -2.070
```

Its expectation value of S² is 6.004. The calculation puts the HOMO-LUMO gap (spin up / spin down) at 6.16 / 6.17 eV. The multiplicity is 5. The value obtained for the LUMO energy (spin up / spin down) is -3.619 / -3.611 eV. The total charge is +1.

# 10
Computed, not measured: 2 unconnected molecules or ions with the total composition C3H4N2 in a non-equilibrium geometry, with ωB97M-V/def2-TZVPD.

Geometry as XYZ:
```
9
C3H4N2 | the OMol25 dataset | ωB97M-V/def2-TZVPD
C -2.215 -0.387 0.041
C 0.751 -0.828 -0.191
C -1.259 0.723 0.036
N -3.000 -1.260 -0.052
N 1.891 -1.226 0.116
H 0.166 -1.290 -0.957
H -1.034 1.191 0.924
H -1.421 1.343 -0.763
H 2.277 -0.893 0.931
```

The calculation puts the HOMO-LUMO gap (spin up / spin down) at 8.76 / 7.83 eV. The value obtained for the energy relative to the best compared isomer or geometry (same formula, charge and spin) is 443.8 kJ/mol. The multiplicity is 1. The value obtained for the LUMO energy (spin up / spin down) is -0.608 / -1.076 eV. The total charge is 0.